No. 1
16
Properties=species:S:1:pos:R:3:forces:R:3:mulliken_charge:R:1 method="wB97M-V/def2-TZVPD" total_charge=0 e_above_lowest_kcal_mol=60.0 fmax_ev_per_a=2.49 e_lumo_ev=0.9
O -1.311 -0.057 -0.630 -0.99 -0.66 0.43 -0.57
N 1.298 -1.539 0.292 1.40 0.16 2.05 -0.43
N -1.195 2.273 -0.173 -0.01 -0.93 -0.38 -0.60
C 0.412 -1.579 1.493 -0.52 1.04 -1.65 -0.55
C -0.880 1.188 -1.090 1.38 0.79 -1.37 -0.11
C 2.086 -0.551 0.133 -0.43 -0.65 -1.14 -0.35
H 3.020 -0.745 -0.409 -0.44 0.23 -0.52 0.26
H -2.045 2.712 -0.489 -0.23 0.08 0.24 0.24
H 0.208 1.134 -1.257 -0.05 0.07 0.32 0.18
H -1.370 1.851 0.731 0.01 0.20 0.19 0.25
H -0.913 -0.832 -1.064 0.12 0.84 -0.02 0.34
H 0.328 -0.648 2.094 0.28 -0.30 -0.46 0.27
H -1.259 1.474 -2.097 -0.27 -0.35 0.50 0.27
H -0.569 -1.811 1.087 -0.27 -0.29 0.57 0.19
H 0.805 -2.382 2.104 -0.10 -0.16 0.10 0.32
H 1.868 0.504 0.316 0.09 -0.06 1.15 0.31

No. 2
16
Properties=species:S:1:pos:R:3:forces:R:3:mulliken_charge:R:1 method="wB97M-V/def2-TZVPD" total_charge=0 e_above_lowest_kcal_mol=41.8 fmax_ev_per_a=2.29 e_lumo_ev=1.0
O 1.193 -3.506 0.395 -0.23 -0.79 0.73 -0.52
N -0.754 3.873 1.534 -0.42 -0.68 -1.00 -0.43
N -1.325 1.765 0.795 -0.08 0.13 0.40 -0.62
C 0.430 -2.813 -0.539 0.23 1.38 -1.81 -0.06
C -1.488 3.023 0.730 -1.10 0.09 1.83 0.13
C 1.229 -1.848 -1.445 0.54 0.72 0.50 -1.16
H -2.385 3.576 0.403 0.19 -0.47 -0.80 0.26
H 0.741 -1.499 -2.356 -0.51 -0.34 0.13 0.34
H -2.173 1.247 0.586 0.16 0.09 -0.75 0.23
H -0.566 4.759 1.117 0.55 0.49 0.46 0.22
H -0.111 -3.504 -1.173 0.03 -0.59 0.02 0.24
H 2.220 -2.166 -1.782 -0.12 -0.53 0.23 0.36
H 1.399 -0.931 -0.865 0.13 -0.07 -0.07 0.30
H -0.167 3.396 2.192 0.71 0.33 -0.14 0.23
H -0.338 -2.162 -0.113 0.01 -0.27 0.64 0.18
H 2.095 -3.210 0.521 -0.08 0.50 -0.37 0.31